# 1
C4H11NO3 | ωB97M-V with the def2-TZVPD basis set

Structure (XYZ):
```
19
Properties=species:S:1:pos:R:3:forces:R:3
O -0.13223 -0.10243 1.26086 2.72 -2.22 0.64
C 0.33438 0.03720 0.11659 -3.93 1.68 1.86
N -0.42837 1.05707 -0.41452 0.09 2.11 -3.23
C -0.79425 0.98973 -1.83404 -0.69 -2.10 1.08
O -2.19666 0.62710 -1.91662 2.74 3.39 -5.02
C 1.48798 -0.80946 -0.46499 -0.80 -0.10 5.80
C 1.42440 -2.04441 0.52267 -1.65 -1.10 0.43
H -1.06962 1.69610 0.23829 1.96 -2.43 -1.60
H -0.80704 1.86979 -2.41912 0.43 1.32 -0.11
H -0.07635 0.26102 -2.37189 -1.28 0.79 0.96
H -2.60076 0.13841 -1.30340 -1.44 -3.20 4.18
H 1.51344 -1.15024 -1.44478 0.23 0.34 -1.86
H 2.34844 -0.32033 0.08822 -0.29 -0.04 -2.06
H 0.42187 -2.46088 0.86220 0.54 0.42 -1.71
H 2.04090 -2.89970 0.25110 0.27 0.32 -0.07
H 1.59527 -1.69865 1.51863 1.29 0.34 0.53
H -1.26704 0.89720 2.32221 0.32 -2.14 -0.54
H -0.46367 2.11779 2.44696 1.69 0.57 -0.03
O -1.33069 1.79469 2.54166 -2.21 2.05 0.78
```
Positions in Å, forces in eV/Å.

Properties
ΔE to the lowest compared entry with this formula, charge and spin in kJ/mol: 339.02
Gap between HOMO and LUMO in eV: 10.3
E_tot in eV: -11956.596
LUMO energy in eV: 0.68
Structure (SMILES): CCC(=O)NCO.O

Results of the natural (NBO) charge analysis, in e, for atoms 1 through 2: atom 1 (O): -0.684, atom 2 (C): 0.693

# 2
C4H12 | ωB97M-V with the def2-TZVPD basis set

Structure (XYZ):
```
16
Properties=species:S:1:pos:R:3:forces:R:3
C 0.70557 0.96860 1.53594 0.23 2.65 -0.83
C 1.90348 1.26530 0.59511 0.34 -0.18 -0.13
H 0.23884 1.92571 1.96247 0.38 -1.21 -0.97
H 0.04058 0.44666 0.87947 -0.90 -0.41 0.72
H 0.96904 0.42742 2.39648 0.37 -1.12 0.97
H 2.79276 0.61448 0.81280 -0.97 0.17 -0.61
H 1.55347 1.22812 -0.46927 0.61 -0.42 0.82
H 2.31033 2.25882 0.68081 0.04 0.63 0.36
C -0.76084 -0.78807 -1.38592 -0.43 -0.57 -2.14
C -1.93901 -1.51923 -0.70676 1.10 1.05 1.14
H -1.04999 -0.10966 -2.25139 0.11 -0.98 0.81
H -0.24794 -0.14118 -0.73120 0.48 0.49 0.85
H -0.00353 -1.52260 -1.73270 -0.38 0.42 -0.14
H -1.47370 -2.38842 -0.14927 -0.77 1.08 0.02
H -2.64179 -1.96663 -1.39742 -0.32 0.18 -0.20
H -2.39726 -0.69933 -0.03915 0.11 -1.78 -0.66
```
Positions in Å, forces in eV/Å.

Properties
ΔE to the lowest compared entry with this formula, charge and spin in kJ/mol: 77.79
Gap between HOMO and LUMO (alpha / beta) in eV: 2.7 / 12.1
E_tot in eV: -4340.230
LUMO energy (alpha / beta) in eV: 4.29 / 4.45
Expectation value of S²: 0.75
Multiplicity: 2
Charge: -1

Results of the natural (NBO) charge analysis, in e, for atoms 1 through 2: atom 1 (C): -0.784, atom 2 (C): -0.720

# 3
C3H5NO2 | ωB97M-V with the def2-TZVPD basis set

Structure (XYZ):
```
11
Properties=species:S:1:pos:R:3:forces:R:3
C 0.13781 -0.94517 1.37459 -0.10 0.05 0.04
C -0.40723 0.17221 0.50315 -0.52 -0.18 -0.10
O -1.55915 0.54415 0.53517 0.34 -0.31 0.26
N 0.43260 0.67532 -0.49644 0.05 -0.04 -0.24
C -0.11869 0.84734 -1.77092 0.39 0.08 -0.23
O 0.51552 1.12097 -2.76012 -0.13 -0.04 0.59
H 0.66392 -1.69089 0.76553 -0.05 0.27 0.09
H -0.72194 -1.42518 1.84585 0.17 0.13 0.05
H 0.81845 -0.58575 2.15415 -0.09 0.03 -0.17
H 1.43979 0.64076 -0.38577 -0.20 -0.14 -0.27
H -1.20108 0.64625 -1.76518 0.13 0.16 -0.01
```
Positions in Å, forces in eV/Å.

Properties
ΔE to the lowest compared entry with this formula, charge and spin in kJ/mol: 25.48
Gap between HOMO and LUMO in eV: 10.9
E_tot in eV: -8777.431
LUMO energy in eV: 0.69
Structure (SMILES): CC(=O)NC=O

Results of the natural (NBO) charge analysis, in e, for atoms 1 through 2: atom 1 (C): -0.723, atom 2 (C): 0.692

# 4
C11H12NO2 | ωB97M-V with the def2-TZVPD basis set

Structure (XYZ):
```
26
Properties=species:S:1:pos:R:3:forces:R:3
C 0.54969 2.04986 -3.15749 -1.37 -2.19 0.14
C 0.52325 1.79508 -0.63755 -0.09 -2.01 -0.93
C 0.34916 -0.41964 -0.29277 -0.03 -1.55 -1.63
C 0.37464 1.25103 -1.87789 1.75 1.59 -0.67
C 0.37242 -0.21221 -1.79482 -0.75 1.15 3.33
C 0.28760 -1.79500 0.24387 -0.88 1.72 1.45
C 0.32224 -2.83720 -0.63810 -0.50 0.88 0.95
C 0.47793 -1.31079 -2.60817 0.68 2.99 -1.95
C 0.42889 -2.53851 -2.06083 1.05 -2.52 1.73
N 0.46201 0.72657 0.30539 0.38 0.25 -0.24
H 0.43674 0.85348 1.38893 -0.69 0.00 1.28
H 0.85853 2.78179 -0.35635 -0.50 -0.03 0.15
H 0.07359 -1.86997 1.38087 0.72 -0.14 -2.09
H 0.98360 1.36927 -3.86782 0.99 -0.16 -0.40
H 1.14132 2.95342 -3.08397 -0.51 0.24 0.01
H 0.21961 -3.79551 -0.08535 0.22 0.24 -1.53
H 0.79095 -1.10416 -3.67547 -0.80 -0.74 1.15
H 0.76191 -3.31199 -2.70991 -0.35 -0.95 -0.38
H -0.46049 2.03957 -3.59907 0.19 1.36 0.09
C -1.41335 0.22028 4.49668 -0.08 -0.27 -1.42
C -1.14697 0.85245 3.11780 -0.44 0.44 0.40
O -2.04369 1.35406 2.43867 0.11 -0.21 -0.08
O 0.09437 0.77944 2.80127 0.63 -0.13 -0.71
H -1.87971 -0.75348 4.26301 0.65 0.02 0.37
H -2.14798 0.72042 5.09422 -0.21 0.65 0.27
H -0.41628 0.20173 4.91484 -0.19 -0.60 0.70
```
Positions in Å, forces in eV/Å.

Properties
ΔE to the lowest compared entry with this formula, charge and spin in kJ/mol: 161.23
Gap between HOMO and LUMO (alpha / beta) in eV: 8.0 / 4.5
E_tot in eV: -17183.878
LUMO energy (alpha / beta) in eV: -0.05 / -3.50
Expectation value of S²: 0.78
Multiplicity: 2

Results of the natural (NBO) charge analysis, in e, for atoms 1 through 2: atom 1 (C): -0.639, atom 2 (C): 0.011

# 5
C4H4IN | ωB97M-V with the def2-TZVPD basis set

Structure (XYZ):
```
10
Properties=species:S:1:pos:R:3:forces:R:3
C 0.77218 -0.51916 1.08944 -0.73 5.84 -2.22
C -0.11849 -1.09937 0.23376 -0.20 1.61 -0.89
C 0.59519 1.30071 0.45673 1.44 -4.55 2.47
C -0.20689 1.00692 -0.71302 -2.15 -0.03 3.01
N -0.67899 -0.31936 -0.66232 -1.50 -2.09 -0.69
I 1.69585 2.98601 0.88024 -0.21 -0.50 -0.08
H 1.08588 -0.95832 1.97711 1.05 -0.06 1.54
H -0.35434 -2.13534 0.27049 -0.35 -0.74 -0.09
H -1.04806 1.68441 -0.92131 0.16 0.05 0.30
H 0.27846 0.92346 -1.59040 2.49 0.47 -3.34
```
Positions in Å, forces in eV/Å.

Properties
ΔE to the lowest compared entry with this formula, charge and spin in kJ/mol: 451.77
Gap between HOMO and LUMO (alpha / beta) in eV: 8.3 / 7.5
E_tot in eV: -13798.373
LUMO energy (alpha / beta) in eV: -0.28 / -0.66

Results of the natural (NBO) charge analysis, in e, for atoms 1 through 2: atom 1 (C): -0.136, atom 2 (C): -0.078